1.
{"formula": "C13H22FN3O3SSi", "method": "ωB97M-V/def2-TZVPD", "symbols": ["O", "O", "O", "F", "S", "C", "C", "C", "C", "C", "N", "N", "N", "C", "C", "C", "C", "C", "C", "C", "C", "Si", "H", "H", "H", "H", "H", "H", "H", "H", "H", "H", "H", "H", "H", "H", "H", "H", "H", "H", "H", "H", "H", "H"], "xyz": [[3.06, 0.82, 2.97], [1.62, -0.74, -0.89], [0.61, 2.94, -2.09], [2.99, 3.44, 2.14], [-0.83, -1.44, -3.39], [2.86, 1.09, 1.80], [1.99, 0.25, -0.29], [1.17, 1.86, -1.93], [2.71, 2.43, 1.33], [2.21, 2.67, 0.11], [2.64, 0.08, 0.88], [1.78, 1.58, -0.69], [1.19, 0.87, -2.90], [-1.03, 0.33, -3.65], [-1.86, -1.76, -1.94], [0.30, 0.95, -4.04], [-1.18, -1.33, -0.63], [-2.40, -0.96, 3.55], [-0.63, 0.82, 1.78], [0.36, -1.89, 2.57], [-1.96, -1.69, 0.58], [-1.17, -0.91, 2.12], [2.01, 3.66, -0.26], [2.79, -0.86, 1.24], [1.49, -0.12, -2.70], [-1.46, 0.82, -2.75], [-1.73, 0.50, -4.51], [-2.07, -2.81, -1.89], [-2.84, -1.26, -2.04], [0.77, 0.44, -4.91], [0.16, 2.03, -4.22], [-1.01, -0.23, -0.62], [-0.19, -1.82, -0.59], [-3.45, -1.06, 3.22], [-2.18, -1.82, 4.17], [-2.23, -0.10, 4.18], [0.15, 0.83, 1.03], [-1.48, 1.38, 1.40], [-0.21, 1.32, 2.64], [0.09, -2.84, 3.00], [1.09, -2.09, 1.78], [0.86, -1.28, 3.33], [-2.03, -2.78, 0.68], [-2.96, -1.29, 0.44]], "mulliken_charge": [-0.617, -0.693, -0.666, -0.302, -0.209, 0.136, -0.020, 0.367, 0.625, -0.454, 0.141, 0.310, -0.134, -0.403, -0.958, -0.972, 0.528, -1.136, 0.177, -0.996, -1.110, 0.225, 0.443, 0.361, 0.306, 0.284, 0.420, 0.451, 0.415, 0.324, 0.398, -0.309, 0.249, 0.303, 0.339, 0.310, -0.818, 0.367, 0.445, 0.433, 0.217, 0.302, 0.456, 0.467], "total_energy_ha": -1686.1717, "lumo_energy_ev": -0.1, "smiles": "C[Si](C)(C)CCCSCCNC(=O)n1cc(F)c(=O)[nH]c1=O", "de_lowest_kcal_mol": 0.0, "e_homo_ev": -8.6}

2.
{"formula": "C13H22N4PS2", "method": "ωB97M-V/def2-TZVPD", "symbols": ["N", "C", "C", "S", "C", "N", "P", "S", "H", "H", "H", "H", "H", "H", "H", "H", "H", "H", "H", "H", "N", "C", "C", "C", "C", "C", "H", "H", "H", "H", "H", "N", "C", "C", "C", "C", "C", "H", "H", "H", "H", "H"], "xyz": [[-0.24, -3.74, 5.00], [0.78, -3.97, 3.97], [0.29, -3.60, 2.53], [1.21, -2.28, 1.63], [2.43, -1.41, 2.72], [3.69, -2.15, 2.80], [-0.31, -0.78, 1.13], [-0.23, -0.46, -0.79], [-0.37, -2.74, 5.09], [-1.11, -4.12, 4.66], [0.96, -5.05, 3.97], [1.73, -3.51, 4.26], [-0.77, -3.33, 2.58], [0.33, -4.49, 1.89], [2.67, -0.44, 2.28], [2.05, -1.33, 3.74], [3.65, -2.81, 3.56], [3.87, -2.66, 1.95], [-0.09, 0.41, 1.89], [-1.59, -1.32, 1.43], [-5.52, 2.35, -2.52], [-5.18, 1.07, -2.68], [-4.08, 0.48, -2.08], [-3.28, 1.27, -1.27], [-3.61, 2.60, -1.09], [-4.73, 3.09, -1.73], [-5.84, 0.49, -3.32], [-3.86, -0.57, -2.25], [-2.40, 0.84, -0.79], [-3.00, 3.25, -0.47], [-5.04, 4.12, -1.62], [2.59, 2.99, -1.73], [3.36, 3.70, -2.56], [3.32, 3.58, -3.94], [2.45, 2.66, -4.49], [1.64, 1.91, -3.65], [1.75, 2.11, -2.28], [4.03, 4.40, -2.08], [3.97, 4.18, -4.56], [2.39, 2.53, -5.56], [0.94, 1.18, -4.05], [1.14, 1.55, -1.58]], "mulliken_charge": [-0.616, -0.468, -0.648, 0.250, -0.636, -0.550, 0.111, -0.247, 0.216, 0.273, 0.323, 0.305, 0.484, 0.362, 0.448, 0.467, 0.315, 0.281, 0.196, 0.149, -0.530, -0.251, -0.386, 0.498, -0.606, -0.191, 0.356, 0.346, 0.039, 0.342, 0.360, -0.551, -0.233, -0.319, -0.397, -0.158, 0.181, 0.366, 0.367, 0.373, 0.347, 0.031], "total_energy_ha": -1864.9742, "lumo_energy_ev": -4.6, "total_charge": 1, "e_homo_ev": -11.5}

3.
{"formula": "C13H23BN6OPdSi", "method": "ωB97M-V/def2-TZVPD", "symbols": ["H", "N", "B", "N", "C", "Pd", "H", "C", "H", "C", "H", "C", "H", "H", "H", "N", "N", "N", "N", "C", "C", "H", "H", "C", "C", "C", "C", "H", "H", "H", "H", "H", "C", "Si", "C", "C", "O", "H", "H", "H", "H", "H", "H", "H", "H", "H"], "xyz": [[0.30, -0.65, 0.69], [1.19, -1.45, -1.15], [3.15, -1.30, -2.80], [2.56, -1.56, -1.38], [3.22, -1.80, -0.22], [0.28, -3.04, -0.38], [4.28, -2.00, -0.27], [2.33, -1.66, 0.83], [2.54, -1.74, 1.87], [1.04, -1.33, 0.24], [4.19, -1.87, -2.92], [-1.71, 1.37, 0.89], [-2.25, 0.41, 0.99], [-2.39, 2.04, 0.38], [-0.82, 1.22, 0.29], [3.38, 0.24, -2.87], [2.11, -1.79, -3.80], [2.31, 1.13, -2.71], [0.83, -1.32, -3.66], [4.53, 0.93, -2.84], [2.13, -2.86, -4.64], [5.47, 0.41, -2.94], [3.06, -3.33, -4.88], [4.24, 2.28, -2.67], [0.82, -3.12, -5.02], [2.82, 2.34, -2.60], [0.04, -2.10, -4.40], [4.93, 3.09, -2.58], [0.46, -3.92, -5.64], [2.22, 3.24, -2.46], [-1.03, -1.96, -4.47], [-1.60, 1.77, 1.90], [-3.77, 2.71, 5.38], [-3.53, 1.60, 3.86], [-3.01, -0.10, 4.56], [-5.16, 1.12, 2.99], [-2.54, 2.37, 2.88], [-4.58, 2.37, 6.05], [-4.00, 3.74, 5.06], [-2.85, 2.77, 5.97], [-3.71, -0.40, 5.35], [-3.03, -0.87, 3.78], [-2.00, -0.07, 4.99], [-5.62, 2.00, 2.51], [-4.96, 0.39, 2.19], [-5.89, 0.68, 3.67]], "mulliken_spin": [-0.024, 0.132, -0.019, -0.015, 0.155, 0.759, 0.005, -0.012, -0.005, 0.045, -0.002, 0.088, -0.003, -0.007, 0.021, 0.141, 0.015, 0.222, 0.396, 0.232, 0.290, 0.000, 0.001, 0.353, 0.337, 0.050, -0.060, 0.000, 0.000, 0.004, 0.001, 0.030, 0.105, -0.007, 0.020, 0.001, 0.751, 0.006, -0.001, -0.001, -0.001, 0.000, -0.001, -0.002, 0.000, 0.000], "total_energy_ha": -1354.3205, "lumo_energy_ev": [-6.9, -10.4], "spin_multiplicity": 5, "s_squared": 6.043, "total_charge": 2, "e_homo_ev": [-13.4, -13.3]}